(1)
C4H7N3O | ωB97M-V/def2-TZVPD

The geometry in XYZ format:
```
15
Properties=species:S:1:pos:R:3:mulliken_charge:R:1
O -2.664 -0.750 0.091 -0.65
N 1.942 1.167 0.454 -0.41
N -1.559 1.154 -0.274 0.14
N -0.319 1.869 -0.184 -0.73
C 0.302 -1.622 -0.411 -1.25
C -0.178 -0.524 0.498 0.26
C 0.624 1.067 0.174 0.29
C -1.615 -0.132 0.147 0.32
H -0.439 -2.486 -0.322 0.33
H 2.202 2.105 0.681 0.26
H 2.543 0.506 -0.090 0.25
H -2.307 1.740 -0.668 0.26
H 0.299 -1.323 -1.497 0.32
H 1.316 -2.052 -0.216 0.33
H -0.149 -0.719 1.617 0.28
```

Results
- Gap between HOMO and LUMO: 9.42 eV
- F_max: 6.28 eV/Å
- Relative energy (zero: lowest compared OMol25 entry of this formula, charge and spin): 1.964 eV
- Spin multiplicity: 1
- E_tot: -10777.783 eV
- Lowest unoccupied orbital energy: 0.72 eV
- SMILES string: C[C@@H]1C(=O)NN=C1N
- Charge: 0


(2)
C19H18N6O2S | ωB97M-V/def2-TZVPD

The geometry in XYZ format:
```
46
Properties=species:S:1:pos:R:3:mulliken_charge:R:1
S 0.409 3.178 1.278 -0.30
O -0.586 0.454 1.790 -0.66
O -5.664 -1.105 -1.228 -0.41
N 5.601 -0.841 -0.121 -0.59
N 2.036 2.188 -0.281 0.18
N 3.955 -0.010 -1.292 0.71
N 5.273 0.196 -1.011 -0.63
N 0.148 1.941 -1.060 -0.09
N 0.761 1.189 -1.749 -0.69
C 3.204 0.442 -2.213 -1.34
C 1.997 1.286 -1.633 0.40
C -4.227 0.480 -1.275 -1.15
C 0.821 2.338 -0.058 0.47
C -3.126 1.122 -0.729 -0.15
C 3.191 -3.002 1.463 -0.38
C -4.705 -0.686 -0.587 1.05
C 3.320 2.594 0.353 -2.19
C 3.354 -1.144 -0.285 0.86
C -1.526 1.368 1.172 0.33
C -1.337 2.880 1.250 -1.18
C -3.189 -0.572 1.247 -0.33
C -2.665 0.519 0.770 0.16
C -4.197 -1.301 0.484 -0.48
C 2.207 -1.680 -0.080 -0.30
C -6.392 -2.334 -0.566 -1.42
C 4.555 -1.627 0.320 0.32
C 4.503 -2.417 1.372 -0.74
C 2.106 -2.465 0.805 -0.27
H -5.853 -3.116 -0.659 0.61
H 2.660 0.078 -2.783 0.80
H -1.922 3.171 0.462 0.56
H 5.367 -2.753 1.742 0.51
H -2.807 -0.892 2.148 0.55
H -6.701 -2.191 0.329 0.53
H 4.127 2.548 -0.191 0.70
H -1.820 3.185 1.991 0.74
H -2.694 2.116 -1.113 0.13
H 3.093 -3.696 2.632 0.16
H 1.190 -1.202 -0.617 0.02
H 3.252 3.493 0.714 0.55
H -4.688 -2.127 1.161 0.17
H -4.544 0.738 -2.131 0.69
H 3.980 1.277 -2.463 0.42
H 3.511 1.944 0.868 1.03
H -7.099 -2.596 -1.336 0.35
H 1.120 -2.968 1.109 0.28
```

Results
- Gap between HOMO and LUMO: 8.22 eV
- F_max: 17.68 eV/Å
- Relative energy (zero: lowest compared OMol25 entry of this formula, charge and spin): 24.096 eV
- Spin multiplicity: 1
- E_tot: -43843.978 eV
- Lowest unoccupied orbital energy: 0.07 eV
- Charge: 0


(3)
C5H11O4 | ωB97M-V/def2-TZVPD

The geometry in XYZ format:
```
20
Properties=species:S:1:pos:R:3:mulliken_spin:R:1
O -0.701 1.963 -0.117 0.00
O -2.441 0.018 0.557 0.00
O 0.060 2.279 1.116 0.00
O 3.157 1.788 -1.738 1.02
C 0.611 -0.116 -0.074 0.00
C 0.256 1.149 -0.789 0.01
C 0.190 -2.278 0.998 0.00
C -0.245 -1.083 0.224 0.00
C -1.725 -0.966 -0.164 0.00
H -1.978 0.871 0.363 0.00
H -0.532 1.844 1.779 0.00
H 0.718 -3.012 0.378 0.00
H -0.681 -2.759 1.440 0.00
H 3.798 2.456 -2.065 -0.03
H -1.844 -0.803 -1.252 0.00
H -0.199 0.988 -1.778 0.00
H 0.877 -1.960 1.791 0.00
H 1.207 1.705 -0.877 -0.01
H 1.700 -0.186 0.112 0.00
H -2.227 -1.898 0.097 0.00
```

Results
- Gap between HOMO and LUMO (alpha / beta): 10.08 / 6.98 eV
- <S²>: 0.753
- F_max: 1.81 eV/Å
- Relative energy (zero: lowest compared OMol25 entry of this formula, charge and spin): 3.399 eV
- Spin multiplicity: 2
- E_tot: -13546.769 eV
- Lowest unoccupied orbital energy (alpha / beta): 0.66 / -2.44 eV
- Charge: 0


(4)
C5H14N2PS | ωB97M-V/def2-TZVPD

The geometry in XYZ format:
```
23
Properties=species:S:1:pos:R:3:mulliken_spin:R:1
S -0.710 -1.143 1.989 0.06
P -0.483 0.675 1.053 0.05
N 1.135 1.177 1.040 0.26
N 1.081 -0.217 -0.605 0.79
C -1.162 1.750 2.256 0.00
C 1.402 -1.166 -1.666 -0.03
C 1.848 0.427 0.148 0.72
C 0.266 -2.189 -1.830 0.02
C -1.670 0.912 -0.377 0.00
H -1.770 2.020 -0.540 0.00
H 2.936 0.332 0.085 0.01
H -2.231 1.636 2.015 0.00
H -0.629 1.495 3.183 0.00
H -0.766 -1.864 -1.749 0.00
H -0.456 -1.735 0.937 0.00
H -2.723 0.569 -0.123 0.00
H -1.356 0.440 -1.256 0.00
H 0.279 -2.509 -2.907 0.00
H -1.019 2.872 2.001 0.00
H 1.492 1.654 1.952 -0.01
H 2.424 -1.435 -1.516 0.05
H 1.511 -0.534 -2.615 0.08
H 0.602 -3.169 -1.474 0.00
```

Results
- Gap between HOMO and LUMO (alpha / beta): 6.40 / 7.29 eV
- <S²>: 2.007
- F_max: 11.30 eV/Å
- Relative energy (zero: lowest compared OMol25 entry of this formula, charge and spin): 2.462 eV
- Spin multiplicity: 3
- E_tot: -28504.569 eV
- Lowest unoccupied orbital energy (alpha / beta): -2.78 / -6.68 eV
- Charge: +1